1.
Density functional theory data (wB97M-V/def2-TZVPD) for a 2-piece molecular cluster, C3H9S2 overall at a distorted geometry.

```
14
Properties=species:S:1:pos:R:3
C 3.923 0.329 -0.323
S 2.456 1.358 -0.141
H 4.403 0.452 -1.297
H 4.667 0.572 0.450
H 3.728 -0.738 -0.152
C -1.019 0.030 -0.663
S -2.817 -0.287 -0.824
C -3.246 -0.511 0.929
H -0.574 -0.643 0.067
H -0.973 1.032 -0.245
H -0.484 -0.049 -1.601
H -2.357 -0.473 1.552
H -3.862 0.340 1.232
H -3.843 -1.413 1.015
```

The total charge is -1. For the HOMO-LUMO gap, the calculation gives 0.1915 Ha. The molar mass is 109.239 g/mol. The calculation puts the HOMO energy at -0.0795 hartree. As for the energy above the lowest of the compared OMol25 structures with the same formula, charge and spin: 97.9 kJ/mol.

***

2.
Density functional theory data (wB97M-V/def2-TZVPD) for C3HAgFO2 as an isolated structure at a distorted geometry.

```
8
Properties=species:S:1:pos:R:3
H -1.502 0.106 1.230
O 0.552 -1.169 -0.221
O 0.122 0.927 0.114
C -0.749 -1.230 -0.094
C -1.149 0.192 0.156
C 1.094 0.147 -0.099
F -2.004 0.723 -0.706
Ag 3.635 0.305 -0.380
```

The total charge is +1. For the HOMO-LUMO gap, the calculation gives 0.2946 Ha. The molar mass is 195.905 g/mol. The calculation puts the HOMO energy at -0.5205 hartree. As for the energy above the lowest of the compared OMol25 structures with the same formula, charge and spin: 211.2 kJ/mol.

***

3.
Density functional theory data (wB97M-V/def2-TZVPD) for C3HBaLiO4 as an isolated structure at a distorted geometry.

```
10
Properties=species:S:1:pos:R:3
O 1.777 0.333 0.003
C 1.560 -0.927 0.376
O 0.335 -1.350 0.163
O 2.518 -1.559 -0.119
Ba 0.193 2.077 -0.105
C -0.676 -0.378 0.087
C -1.927 -0.712 0.130
O -3.101 -0.863 0.177
Li -4.743 -1.318 -0.643
H 2.785 -0.172 -0.589
```

The total charge is +2. For the HOMO-LUMO gap, the calculation gives 0.3083 Ha. The molar mass is 245.306 g/mol. The calculation puts the HOMO energy at -0.5873 hartree. As for the energy above the lowest of the compared OMol25 structures with the same formula, charge and spin: 226.3 kJ/mol.

***

4.
Density functional theory data (wB97M-V/def2-TZVPD) for a 2-piece molecular cluster, C3HBr2NO overall at a distorted geometry.

```
8
Properties=species:S:1:pos:R:3
N -1.629 -0.316 0.439
C -0.769 0.238 -0.081
C 0.330 0.903 -0.621
Br 1.558 1.737 0.634
C 0.751 0.883 -1.863
O 1.156 0.924 -2.940
Br -0.211 -2.558 2.569
H -1.186 -1.812 1.863
```

The structure (SMILES) is N#CC(Br)=C=O.Br. For the HOMO-LUMO gap, the calculation gives 0.3159 Ha. The molar mass is 226.855 g/mol. The calculation puts the HOMO energy at -0.3703 hartree. As for the energy above the lowest of the compared OMol25 structures with the same formula, charge and spin: 0.0 kJ/mol.

***

5.
Density functional theory data (wB97M-V/def2-TZVPD) for the molecule C3HBrClNO at a distorted geometry.

```
8
Properties=species:S:1:pos:R:3
Cl -1.194 1.605 -1.644
C -0.518 0.510 -0.608
N -1.140 0.102 0.574
C -0.273 -0.575 1.237
O 0.890 -0.727 0.561
C 0.744 -0.011 -0.528
Br 2.070 0.005 -1.804
H -0.581 -0.909 2.211
```

The structure (SMILES) is Clc1ncoc1Br. For the HOMO-LUMO gap, the calculation gives 0.3589 Ha. The molar mass is 182.404 g/mol. The calculation puts the HOMO energy at -0.3352 hartree. As for the energy above the lowest of the compared OMol25 structures with the same formula, charge and spin: 0.0 kJ/mol.

***

6.
Density functional theory data (wB97M-V/def2-TZVPD) for C3HBrF4O as an isolated structure at a distorted geometry.

```
10
Properties=species:S:1:pos:R:3
C -0.216 -0.168 -0.720
C 1.410 -0.255 0.338
C -1.354 0.349 0.088
O -0.131 -0.524 -1.814
F 1.701 1.033 0.725
F -2.133 -0.801 0.374
F -2.171 1.198 -0.584
F -0.998 0.929 1.224
Br 2.757 -0.932 -0.860
H 1.135 -0.830 1.228
```

For the HOMO-LUMO gap, the calculation gives 0.3662 Ha. The molar mass is 208.936 g/mol. The calculation puts the HOMO energy at -0.3754 hartree. As for the energy above the lowest of the compared OMol25 structures with the same formula, charge and spin: 0.0 kJ/mol.

***

7.
Density functional theory data (wB97M-V/def2-TZVPD) for C3HCaO2 as an isolated structure at a distorted geometry.

```
7
Properties=species:S:1:pos:R:3
H 0.676 1.929 1.383
C 1.446 0.388 0.311
C 0.426 1.086 0.721
O 2.274 -0.239 -0.244
Ca -1.608 0.381 0.520
O -1.694 -1.343 -0.984
C -1.519 -2.202 -1.708
```

The total charge is +1. For the HOMO-LUMO gap, the calculation gives 0.2614 Ha. The molar mass is 109.117 g/mol. The calculation puts the HOMO energy at -0.4570 hartree. As for the energy above the lowest of the compared OMol25 structures with the same formula, charge and spin: 0.0 kJ/mol.

***

8.
Density functional theory data (wB97M-V/def2-TZVPD) for C3HCeO2 as an isolated structure at a distorted geometry.

```
7
Properties=species:S:1:pos:R:3
C -4.561 -0.100 1.032
H -5.389 -0.788 1.055
C -3.603 0.630 1.010
O -2.193 1.599 1.102
C -1.015 1.245 1.102
Ce 1.870 -0.903 1.065
O -0.369 0.247 1.092
```

The total charge is +3. The spin multiplicity is 3. For the HOMO-LUMO gap (spin up / spin down), the calculation gives 0.1744 / 0.2394 Ha. The molar mass is 209.155 g/mol. The calculation puts the HOMO energy (spin up / spin down) at -0.8028 / -0.8098 hartree. The expectation value of S² is 2.030.

***

9.
Density functional theory data (wB97M-V/def2-TZVPD) for C3HCl2N as an isolated structure at a distorted geometry.

```
7
Properties=species:S:1:pos:R:3
C -0.661 -0.870 -0.257
C -0.323 0.467 0.408
C 0.972 0.204 -0.016
N 0.463 -1.073 -0.757
Cl -1.263 1.488 1.355
Cl 2.417 0.970 -0.380
H -1.605 -1.186 -0.353
```

For the HOMO-LUMO gap, the calculation gives 0.2970 Ha. The molar mass is 121.954 g/mol. The calculation puts the HOMO energy at -0.3186 hartree. As for the energy above the lowest of the compared OMol25 structures with the same formula, charge and spin: 296.6 kJ/mol.

***

10.
Density functional theory data (wB97M-V/def2-TZVPD) for the molecule C3HCl2NO at a distorted geometry.

```
8
Properties=species:S:1:pos:R:3
N 3.323 -1.755 0.737
C 2.437 -1.092 0.487
C 1.489 -0.129 0.101
Cl 1.510 0.413 -1.600
Cl 1.883 1.468 1.358
C 0.202 -0.639 0.565
O -0.584 -1.324 -0.023
H 0.061 -0.468 1.548
```

The structure (SMILES) is N#CC(Cl)(Cl)C=O. For the HOMO-LUMO gap, the calculation gives 0.3566 Ha. The molar mass is 137.953 g/mol. The calculation puts the HOMO energy at -0.4220 hartree. As for the energy above the lowest of the compared OMol25 structures with the same formula, charge and spin: 120.7 kJ/mol.

***

11.
Density functional theory data (wB97M-V/def2-TZVPD) for C3HCl2NOS as an isolated structure at a distorted geometry.

```
9
Properties=species:S:1:pos:R:3
C -1.636 0.333 -0.154
C -1.555 -0.963 0.112
C 1.979 0.164 -0.053
N -0.709 1.239 -0.392
O -1.342 -2.107 0.331
S 0.798 1.453 -0.184
Cl 3.408 0.539 0.667
Cl 1.780 -1.534 -0.126
H -2.722 0.877 -0.201
```

For the HOMO-LUMO gap (spin up / spin down), the calculation gives 0.2509 / 0.2457 Ha. The molar mass is 170.020 g/mol. The calculation puts the HOMO energy (spin up / spin down) at -0.2789 / -0.2781 hartree. As for the energy above the lowest of the compared OMol25 structures with the same formula, charge and spin: 371.1 kJ/mol.

***

12.
Density functional theory data (wB97M-V/def2-TZVPD) for C3HCl2NOS as an isolated structure at a distorted geometry.

```
9
Properties=species:S:1:pos:R:3
C 0.293 0.487 0.406
C -0.109 0.088 -1.616
C -0.408 -0.630 0.257
H 1.119 0.201 3.000
N 0.491 0.987 -0.882
O -0.622 -0.939 -1.044
S 0.388 1.562 1.841
Cl 0.007 0.046 -3.283
Cl -1.159 -1.803 1.321
```

For the HOMO-LUMO gap, the calculation gives 0.2927 Ha. The molar mass is 170.020 g/mol. The calculation puts the HOMO energy at -0.3346 hartree. As for the energy above the lowest of the compared OMol25 structures with the same formula, charge and spin: 235.7 kJ/mol.